Record 1
53
Properties=species:S:1:pos:R:3:nbo_charge:R:1 method="wB97M-V/def2-TZVPD" energy_ha=-872.81268 smiles="COC(=O)CCCCCCCCCCN1CCCCC1" molar_mass_g_mol=283.456 lumo_ev=0.94 total_charge=0 homo_energy_ev=-8.55 spin_multiplicity=1
O 3.238 2.304 -0.630 -0.60
O 2.772 2.678 1.530 -0.51
N -2.007 0.788 -0.212 -0.45
C 2.602 -1.941 -0.032 -0.38
C -2.159 -1.973 1.022 -0.40
C -1.807 -3.455 0.893 -0.39
C 2.974 4.071 1.337 -0.26
C -1.631 0.876 -1.613 -0.22
C -0.728 2.818 0.294 -0.40
C 2.923 1.891 0.453 0.81
C -3.246 0.048 -0.029 -0.21
C 2.629 0.454 0.805 -0.51
C 3.086 -0.513 -0.284 -0.40
C 0.646 -3.530 0.073 -0.39
C -0.253 2.911 -1.151 -0.41
C -3.039 -1.464 -0.116 -0.40
C 1.112 -2.129 -0.318 -0.40
C -0.829 -3.820 -0.230 -0.40
C -2.085 2.121 0.361 -0.21
C -0.257 1.517 -1.765 -0.39
H -4.016 -1.952 -0.072 0.20
H 3.839 4.241 0.693 0.20
H -0.814 3.812 0.737 0.21
H -2.377 1.463 -2.185 0.16
H 1.261 -4.252 -0.471 0.20
H 3.170 -2.626 -0.665 0.20
H 0.537 -1.384 0.228 0.20
H 2.091 4.515 0.872 0.19
H -1.258 -1.364 1.062 0.21
H 0.483 0.898 -1.259 0.20
H 2.808 -2.211 1.007 0.19
H 0.832 -3.688 1.138 0.19
H 0.751 3.335 -1.202 0.22
H 3.103 0.227 1.761 0.23
H -2.395 2.028 1.405 0.20
H 0.929 -1.970 -1.383 0.20
H -0.931 -4.894 -0.407 0.21
H -0.926 3.563 -1.715 0.19
H -2.692 -1.826 1.965 0.20
H -0.009 2.245 0.881 0.20
H -3.635 0.283 0.966 0.19
H -2.589 -1.719 -1.075 0.19
H 2.719 -0.162 -1.250 0.22
H -1.387 -3.803 1.840 0.20
H -1.607 -0.132 -2.032 0.20
H -2.837 2.741 -0.165 0.16
H 0.007 1.567 -2.823 0.21
H -1.114 -3.316 -1.154 0.19
H 3.136 4.500 2.323 0.19
H 1.549 0.378 0.954 0.23
H -4.009 0.359 -0.766 0.17
H -2.737 -4.008 0.731 0.20
H 4.177 -0.500 -0.328 0.21

---

Record 2
72
Properties=species:S:1:pos:R:3:lowdin_charge:R:1 method="wB97M-V/def2-TZVPD" energy_ha=-5327.15192 molar_mass_g_mol=869.178 lumo_ev=-1.27 total_charge=0 homo_energy_ev=-8.08 spin_multiplicity=1
Te -1.094 -2.891 1.913 1.86
Rh -0.387 0.783 0.291 0.58
As -0.756 -0.423 -1.738 0.90
S 1.500 1.249 -0.998 0.60
Si -0.609 -2.647 -2.775 0.43
Si -1.929 1.269 -3.007 0.38
F 0.055 -2.458 3.454 -0.54
F -2.673 -2.931 3.065 -0.53
F -2.095 -3.824 0.488 -0.54
F 0.565 -3.371 0.891 -0.55
F -0.857 -4.624 2.562 -0.43
O -1.813 -0.514 -0.403 -0.77
N -1.665 0.845 1.948 0.00
N 2.408 -1.099 1.862 0.06
N 0.497 2.185 1.472 -0.12
N 2.787 -3.294 2.602 0.13
N 2.524 0.105 2.384 0.01
N 2.773 -1.923 2.798 -0.30
N 1.619 2.887 1.150 0.01
N 3.320 3.070 -0.330 -0.01
N 3.149 -1.366 3.919 0.12
C -3.004 0.913 4.361 -0.03
C -1.863 1.678 4.171 0.01
C -1.216 2.944 -2.634 -0.23
C 0.441 -3.953 -2.022 -0.19
C 0.023 -2.158 -4.462 -0.21
C 2.165 2.482 0.046 -0.74
C -1.866 0.938 -4.847 -0.22
C 5.065 1.374 -0.819 -0.09
C -3.470 0.132 3.322 -0.03
C -2.774 0.133 2.123 -0.14
C 0.005 2.377 2.650 -0.26
C -3.661 1.101 -2.340 -0.21
C -1.209 1.620 2.953 -0.21
C 0.604 3.289 3.666 -0.02
C -2.438 -2.956 -2.707 -0.20
C 2.972 -0.080 3.628 -0.23
C 4.225 2.535 -1.335 -0.28
H 2.074 -3.464 1.887 0.04
H 3.632 2.229 -2.196 0.08
H -3.999 0.065 -2.308 0.03
H 5.679 1.687 0.027 0.07
H -3.708 1.497 -1.325 0.03
H 0.200 -3.067 -5.041 0.04
H 3.166 0.712 4.330 0.09
H -1.888 3.698 -3.054 0.04
H -3.515 0.926 5.314 0.12
H 5.728 1.006 -1.603 0.07
H 4.860 3.358 -1.665 0.11
H -0.677 -1.537 -5.019 0.00
H -2.307 1.798 -5.358 0.04
H -2.759 -3.018 -1.666 0.02
H 4.424 0.555 -0.491 0.06
H -4.345 1.672 -2.972 0.04
H 2.440 -3.692 3.470 0.09
H -3.096 -0.460 1.280 0.09
H -0.225 3.079 -3.067 0.03
H 0.067 -4.269 -1.053 0.01
H 1.553 3.673 3.310 0.07
H -0.845 0.827 -5.215 0.03
H -2.439 0.055 -5.134 0.03
H 0.402 -4.795 -2.722 0.05
H -4.336 -0.504 3.426 0.12
H 3.713 3.672 0.378 0.14
H 0.977 -1.631 -4.389 0.04
H -1.475 2.302 4.962 0.11
H -3.014 -2.192 -3.232 0.03
H 0.759 2.748 4.601 0.09
H -2.639 -3.922 -3.179 0.05
H -1.136 3.105 -1.558 0.01
H 1.479 -3.640 -1.912 0.05
H -0.066 4.127 3.872 0.09

---

Record 3
56
Properties=species:S:1:pos:R:3:lowdin_charge:R:1 method="wB97M-V/def2-TZVPD" energy_ha=-1526.54673 molar_mass_g_mol=469.733 lumo_ev=-0.58 total_charge=0 homo_energy_ev=-4.26 spin_multiplicity=1
Ba -1.170 -2.355 -0.383 1.81
P -3.888 1.311 -3.942 0.92
P -5.163 2.767 -0.318 0.90
O 0.902 -1.798 -1.603 -0.32
O 1.008 -3.496 -0.136 -0.30
C -3.559 2.017 0.081 -0.49
C -2.166 3.564 -2.027 -0.28
C -3.317 0.665 -0.748 -0.20
C -2.267 1.335 -3.126 -0.47
C -5.247 4.337 0.558 -0.18
C -2.420 2.877 0.361 -0.26
C 1.587 -2.690 -0.946 -0.75
C -2.196 0.514 -1.774 -0.22
C -3.758 2.561 -5.260 -0.19
C -4.207 -0.232 -4.786 -0.19
C -0.073 -0.827 1.560 -0.41
C -5.380 1.760 -2.998 -0.32
C -6.515 1.749 0.304 -0.19
C 3.059 -2.722 -1.146 -0.01
C -1.715 2.678 -3.045 -0.28
C -5.452 3.022 -2.106 -0.32
C -1.495 3.405 -0.607 -0.26
H -2.236 3.115 1.410 0.06
H -2.825 2.414 -5.828 0.07
H -2.104 4.619 -2.349 0.11
H 3.475 -3.683 -0.844 0.08
H -2.221 -0.548 -2.105 0.02
H -4.617 2.451 -5.941 0.05
H -6.703 0.874 -0.334 0.05
H -7.412 2.383 0.321 0.05
H -4.639 -0.012 -5.773 0.05
H 0.755 -0.248 1.110 -0.07
H -3.855 1.636 1.085 0.11
H -6.307 4.551 0.776 0.05
H -4.819 5.138 -0.068 0.07
H -3.269 -0.781 -4.926 0.06
H -4.866 3.868 -2.523 0.09
H -1.213 0.692 -1.305 0.12
H -5.721 0.857 -2.453 0.07
H -3.761 3.579 -4.836 0.06
H -0.680 -0.109 2.139 -0.09
H -1.193 4.424 -0.314 0.09
H -6.119 1.924 -3.802 0.09
H -4.915 -0.833 -4.206 0.05
H 0.401 -1.517 2.283 -0.08
H -3.229 3.316 -1.883 0.03
H -6.291 1.418 1.327 0.07
H 3.540 -1.941 -0.548 0.10
H -1.677 0.720 -3.834 0.12
H -3.166 -0.090 0.055 0.07
H -0.572 2.806 -0.703 0.09
H -0.996 3.014 -3.795 0.07
H -6.496 3.378 -2.102 0.09
H -4.683 4.267 1.504 0.07
H 3.318 -2.535 -2.190 0.08
H -4.285 0.363 -1.181 0.06

---

Record 4
58
Properties=species:S:1:pos:R:3:nbo_charge:R:1 method="wB97M-V/def2-TZVPD" energy_ha=-3094.46924 molar_mass_g_mol=473.715 lumo_ev="2.33 / 2.33" total_charge=-1 homo_energy_ev="-0.31 / -0.31" spin_multiplicity=1
Sr 0.305 1.086 -1.022 0.25
Ge 2.106 -3.045 -1.726 1.59
F 0.601 -6.760 0.642 -0.36
N -2.175 1.932 -0.410 -0.94
N 0.798 2.510 0.734 -0.57
N -0.834 0.659 2.350 -0.88
N 2.636 0.247 0.835 -0.93
C 0.558 -4.438 1.026 -0.23
C 0.795 2.555 2.182 -0.23
C -1.674 3.101 0.350 -0.26
C 2.747 -4.943 -1.838 -1.09
C 3.190 1.541 0.459 -0.25
C -0.738 -5.425 -0.789 -0.27
C 3.737 -1.967 -2.060 -1.09
C 1.003 -2.820 -3.347 -1.09
C -1.809 -1.973 -0.479 -0.44
C 2.164 2.623 0.035 -0.33
C 0.148 -5.502 0.346 0.32
C -1.029 -3.049 -0.336 0.02
C 0.421 1.230 2.858 -0.25
C 1.343 -2.355 -0.113 -1.15
C -0.202 3.453 0.034 -0.35
C 0.172 -3.045 0.585 -0.31
C -1.274 -4.242 -1.129 -0.20
H 3.701 1.965 1.326 0.19
H -2.760 1.362 0.190 0.38
H 0.529 -1.838 -3.370 0.23
H 0.057 4.486 0.271 0.22
H 2.143 -2.249 0.631 0.17
H 4.294 -1.785 -1.137 0.21
H -1.953 -4.164 -1.971 0.21
H 3.497 -0.996 -2.506 0.23
H 3.385 -5.049 -2.721 0.21
H 1.935 -5.670 -1.920 0.22
H 1.783 2.877 2.523 0.20
H -0.081 3.385 -1.084 0.22
H -0.087 -2.481 1.494 0.18
H 3.332 -5.198 -0.950 0.21
H -2.690 2.223 -1.236 0.40
H -2.537 -1.926 -1.281 0.20
H 0.223 -3.580 -3.424 0.22
H 3.933 1.494 -0.347 0.20
H -2.224 4.027 0.174 0.20
H 3.365 -0.304 1.279 0.37
H 4.394 -2.499 -2.754 0.21
H -0.736 -0.339 2.198 0.37
H -1.741 2.878 1.409 0.20
H 2.564 3.628 0.179 0.22
H -0.943 -6.335 -1.339 0.22
H -1.684 -1.100 0.157 0.17
H 1.270 -4.543 1.835 0.21
H 1.216 0.523 2.661 0.23
H -1.596 0.781 3.005 0.36
H 2.028 2.562 -1.094 0.20
H 2.289 -0.406 0.102 0.41
H 0.380 1.415 3.937 0.17
H 0.096 3.342 2.480 0.19
H 1.644 -2.898 -4.230 0.22

---

Record 5
52
Properties=species:S:1:pos:R:3:nbo_charge:R:1 method="wB97M-V/def2-TZVPD" energy_ha=-722.00206 molar_mass_g_mol=252.466 lumo_ev=-2.44 total_charge=+1 homo_energy_ev=-10.97 spin_multiplicity=1
N -3.851 -0.900 0.562 -0.21
C 1.035 2.235 -0.978 -0.44
C -4.104 -2.496 -1.218 -0.01
C 3.152 0.809 -0.467 -0.41
C 5.362 -0.606 -0.175 -0.34
C -5.292 -0.341 0.703 -0.33
C 3.771 -0.317 -0.200 -0.32
C 5.848 -2.063 0.510 -0.33
C -3.488 -2.014 1.608 -0.32
C -0.890 2.621 0.481 -0.43
C -3.312 1.606 0.100 -0.44
C -0.417 2.248 -1.139 -0.36
C -3.384 -1.177 -0.916 -0.32
C 7.377 -1.852 0.265 -0.58
C -2.983 0.380 0.691 -0.23
C 1.702 1.011 -0.384 -0.36
C -4.791 -3.490 -1.418 -0.22
C -2.265 2.917 0.387 -0.37
H -0.809 3.107 -1.792 0.22
H 5.596 -1.858 1.457 0.19
H -2.443 -1.614 -1.167 0.29
H -0.479 1.675 1.097 0.21
H -3.273 0.711 1.919 0.18
H 3.416 0.757 -1.694 0.16
H -5.553 0.282 -0.004 0.23
H 3.298 -1.367 -0.526 0.20
H -2.988 1.293 -1.025 0.18
H -2.596 3.768 -0.265 0.25
H -2.354 -2.071 1.228 0.22
H 7.637 -2.944 0.897 0.19
H 7.897 -1.191 0.777 0.20
H 5.459 -0.740 -1.232 0.18
H 7.580 -1.969 -0.815 0.22
H 1.384 1.069 0.726 0.18
H -1.899 0.160 0.654 0.25
H 3.711 1.664 0.025 0.22
H -2.498 2.905 1.522 0.21
H -3.803 -0.514 -1.607 0.26
H -3.573 -1.639 2.458 0.21
H -5.401 -0.345 1.575 0.19
H -5.904 -1.362 0.434 0.22
H -4.320 1.895 0.144 0.22
H 3.603 -0.236 1.151 0.09
H 1.301 2.179 -1.947 0.21
H 5.760 0.126 0.213 0.16
H -4.001 -2.773 1.116 0.25
H -0.852 1.172 -1.376 0.18
H 1.510 2.988 -0.668 0.20
H 1.294 -0.070 -0.683 0.19
H -5.323 -4.329 -1.820 0.27
H -0.210 3.423 0.685 0.24
H 5.364 -2.721 0.133 0.17

---

Record 6
59
Properties=species:S:1:pos:R:3:nbo_charge:R:1 method="wB97M-V/def2-TZVPD" energy_ha=-1229.08003 smiles="CC(C)(C)OC(=O)N1CCOCCOCCNCCOCCOCC1" molar_mass_g_mol=362.467 lumo_ev=0.92 total_charge=0 homo_energy_ev=-8.86 spin_multiplicity=1
O -0.049 3.939 -1.553 -0.56
O -0.264 0.814 2.839 -0.55
O 1.626 -1.469 -1.210 -0.69
O -2.074 1.761 -2.324 -0.55
O -0.107 -2.919 -0.965 -0.53
O -1.368 -1.832 1.415 -0.54
N -0.512 -0.736 -1.161 -0.46
N 0.834 3.171 1.356 -0.63
C -1.408 3.859 -1.184 -0.09
C -0.281 -5.213 -0.549 -0.61
C 1.617 3.663 0.240 -0.24
C 0.725 -4.081 -0.767 0.28
C -0.097 0.628 -1.397 -0.25
C 0.642 1.773 3.333 -0.06
C 1.587 2.331 2.266 -0.25
C 0.258 -0.494 2.692 -0.11
C -2.066 -0.796 0.748 -0.08
C -0.787 1.239 -2.625 -0.09
C -1.884 -0.967 -0.765 -0.25
C 1.579 -4.347 -2.006 -0.64
C -0.902 -1.503 2.695 -0.08
C 1.596 -3.904 0.476 -0.65
C 0.806 4.612 -0.649 -0.07
C 0.439 -1.706 -1.104 0.92
C -2.178 3.162 -2.311 -0.07
H -0.927 0.456 -3.379 0.19
H 2.146 -5.264 -1.873 0.21
H 0.821 -0.599 1.755 0.19
H 2.024 2.855 -0.390 0.18
H -1.817 4.872 -1.047 0.17
H -0.908 -5.329 -1.429 0.21
H -1.836 3.582 -3.267 0.17
H -1.688 0.180 1.068 0.18
H -3.246 3.362 -2.190 0.19
H 1.503 5.183 -1.271 0.19
H 0.022 2.590 3.711 0.20
H -0.317 1.245 -0.521 0.18
H 0.240 -6.146 -0.359 0.21
H 0.968 -3.635 1.323 0.21
H -3.136 -0.850 0.998 0.17
H 2.459 4.223 0.660 0.19
H -0.917 -4.974 0.299 0.22
H 2.103 1.501 1.753 0.17
H 2.269 -3.522 -2.166 0.24
H -1.548 3.307 -0.245 0.17
H 1.226 1.348 4.161 0.17
H 2.120 -4.830 0.696 0.21
H 2.347 2.952 2.752 0.19
H -0.559 -2.449 3.123 0.19
H -2.161 -1.985 -1.040 0.23
H -2.517 -0.251 -1.291 0.23
H -1.712 -1.099 3.319 0.18
H 0.933 -0.713 3.531 0.17
H 0.042 2.631 1.016 0.35
H 0.944 -4.448 -2.884 0.21
H 2.325 -3.115 0.313 0.24
H -0.155 2.027 -3.039 0.20
H 0.983 0.605 -1.557 0.25
H 0.237 5.306 -0.021 0.18

---

Record 7
61
Properties=species:S:1:pos:R:3:nbo_charge:R:1 method="wB97M-V/def2-TZVPD" energy_ha=-2025.39766 smiles="CCN(CC)C(=S)SCCC[C@H]1OC(=O)O[C@H]1N.COCCOCCOC" molar_mass_g_mol=426.601 lumo_ev=0.00 total_charge=0 homo_energy_ev=-8.12 spin_multiplicity=1
S -1.591 0.137 2.748 0.21
S 1.099 -1.040 2.264 0.02
O 1.895 2.887 2.041 -0.51
O -1.125 -2.068 -5.937 -0.54
O 3.558 1.543 2.821 -0.55
O 3.816 2.845 0.974 -0.50
O -1.546 -1.296 -2.423 -0.55
O -0.349 0.587 -4.550 -0.54
N -0.152 -1.313 4.566 -0.49
N 3.084 2.193 -1.137 -0.85
C -0.799 1.901 0.664 -0.42
C -1.022 1.768 2.179 -0.53
C -0.250 0.823 5.814 -0.63
C 0.650 1.868 0.170 -0.45
C 0.052 -1.294 -6.078 -0.09
C 3.128 2.323 2.025 0.98
C -0.452 -2.766 4.563 -0.20
C -1.271 -1.569 -1.065 -0.25
C -1.667 -2.440 -7.182 -0.25
C 0.396 -0.599 -4.781 -0.09
C 1.496 3.027 0.662 0.07
C -0.137 -0.764 3.281 -0.09
C 0.809 -3.642 4.665 -0.63
C -0.878 -0.554 5.598 -0.22
C -1.687 0.421 -4.107 -0.10
C -1.801 0.076 -2.641 -0.08
C 2.878 3.152 -0.064 0.23
H -1.960 -1.558 -7.766 0.16
H -0.666 1.559 5.129 0.21
H 3.116 4.165 -0.396 0.17
H -0.149 2.049 2.761 0.25
H 0.885 -1.954 -6.362 0.17
H 0.655 1.930 -0.921 0.23
H -2.817 0.315 -2.292 0.17
H 1.144 0.929 0.419 0.25
H -2.222 -0.310 -4.717 0.20
H 4.055 1.908 -1.128 0.39
H -1.946 -0.475 5.382 0.19
H -1.217 2.866 0.351 0.20
H -1.085 0.688 -2.078 0.16
H 0.946 -4.016 5.679 0.21
H -2.551 -3.044 -6.988 0.19
H -1.099 -2.640 -0.972 0.20
H 0.312 -1.290 -3.940 0.20
H -0.082 -0.542 -6.866 0.17
H -0.396 1.154 6.843 0.22
H -2.156 1.397 -4.255 0.18
H -1.834 2.433 2.480 0.23
H 0.828 0.741 5.651 0.23
H -1.027 -3.037 3.676 0.19
H -0.372 -1.039 -0.731 0.17
H -1.083 -2.958 5.432 0.20
H 0.792 -4.468 3.955 0.21
H 1.677 -3.029 4.418 0.24
H -2.114 -1.289 -0.421 0.17
H -1.367 1.135 0.137 0.22
H 2.903 2.623 -2.036 0.37
H -0.954 -3.033 -7.768 0.16
H 1.435 -0.270 -4.849 0.19
H 0.973 3.982 0.587 0.19
H -0.759 -1.130 6.519 0.20

---

Record 8
59
Properties=species:S:1:pos:R:3:nbo_charge:R:1 method="wB97M-V/def2-TZVPD" energy_ha=-1126.50143 smiles="CC[C@H](C)[C@H]([NH3+])c1cn([C@@H](CCCCN)C(=O)N2CCNCC2)nn1" molar_mass_g_mol=352.507 lumo_ev=-2.26 total_charge=+1 homo_energy_ev=-10.89 spin_multiplicity=1
O -2.577 -0.039 -0.008 -0.66
N 3.245 -1.467 1.450 -0.74
N 1.303 1.270 -0.481 -0.05
N 2.460 -3.154 -0.432 -0.82
N -3.306 1.559 -1.402 -0.42
N -5.415 1.686 -3.343 -0.61
N 2.079 0.753 0.393 -0.29
N 0.077 0.799 -0.301 -0.15
C 0.055 -0.055 0.743 -0.05
C -4.686 1.321 -1.002 -0.25
C 3.574 1.942 4.303 -0.60
C 3.508 0.912 3.181 -0.42
C 2.480 -0.192 3.466 -0.22
C 0.989 -1.767 -1.861 -0.42
C -0.465 -1.350 -2.132 -0.42
C -0.599 0.125 -2.535 -0.38
C -5.487 0.796 -2.204 -0.23
C 1.360 -0.078 1.185 0.02
C 2.990 -1.187 4.508 -0.62
C -0.900 1.054 -1.331 -0.13
C 2.058 -0.936 2.184 -0.05
C 1.076 -2.962 -0.913 -0.21
C -2.338 0.816 -0.847 0.69
C -4.045 1.970 -3.693 -0.23
C -3.218 2.500 -2.500 -0.24
H -3.641 3.455 -2.165 0.20
H 1.414 -1.777 2.458 0.22
H -5.081 -0.172 -2.510 0.19
H -0.866 -1.978 -2.928 0.23
H -3.598 1.038 -4.054 0.19
H 2.543 -4.078 -0.014 0.39
H -1.078 -1.531 -1.247 0.22
H 1.553 -0.939 -1.435 0.21
H 0.323 0.464 -3.011 0.23
H 3.941 -1.631 4.216 0.19
H 3.093 -3.129 -1.228 0.39
H 4.501 0.475 3.052 0.19
H -0.744 2.095 -1.627 0.25
H -5.921 2.546 -3.153 0.36
H 3.893 1.490 5.238 0.21
H 0.448 -2.791 -0.035 0.19
H -1.411 0.241 -3.254 0.22
H 3.237 1.427 2.257 0.23
H -5.112 2.266 -0.650 0.20
H -4.025 2.700 -4.503 0.22
H -6.531 0.661 -1.922 0.22
H 3.891 -1.926 2.094 0.42
H 3.696 -0.647 1.025 0.44
H 2.268 -1.983 4.675 0.22
H 4.285 2.722 4.047 0.22
H 0.706 -3.857 -1.422 0.20
H 1.572 0.277 3.858 0.23
H 2.603 2.405 4.457 0.21
H 3.147 -0.682 5.456 0.24
H -4.686 0.598 -0.187 0.25
H -2.191 2.668 -2.815 0.21
H 2.921 -2.174 0.621 0.45
H -0.838 -0.529 1.085 0.28
H 1.472 -2.019 -2.807 0.21